# 1
C4H22N2O9 | the ωB97M-V functional and the def2-TZVPD basis

Properties
E_LUMO: 0.20 eV
energy above the lowest of the compared OMol25 structures with the same formula, charge and spin: 34.8 kcal/mol
HOMO: -0.35407 Eh
SMILES: CNCC(=O)NC=O.O.O.O.O.O.O.O

Geometry as XYZ:
```
37
C4H22N2O9, DFT the ωB97M-V functional and the def2-TZVPD basis
C -1.23301 -0.37966 -2.96636
N -0.74624 -0.35607 -1.58178
C -0.45530 -1.71727 -1.13438
C -0.55104 -1.87402 0.36460
O -1.53941 -2.33737 0.89642
N 0.60275 -1.57009 1.03542
C 0.78776 -1.59138 2.39745
O 1.90263 -1.36035 2.81777
H -2.03675 -1.10714 -3.07144
H -0.41517 -0.51467 -3.67597
H -1.57258 0.63737 -3.15591
H -1.37160 0.08370 -0.91802
H 0.59133 -1.96560 -1.39828
H -1.01084 -2.51522 -1.63149
H 1.38119 -1.16384 0.52702
H 0.10206 -1.98686 3.15265
O 0.22318 1.50174 1.88037
H 0.81160 1.42524 1.11376
H 0.93354 1.33807 2.52033
O 3.29890 -1.53963 -0.26861
H 3.70500 -1.00330 -0.95222
H 3.80915 -1.43096 0.53931
O -2.91551 0.94671 0.73477
H -2.36504 1.03803 1.52744
H -3.69662 0.56480 1.13036
O -3.82430 -1.16321 -1.31100
H -3.19744 -1.04523 -0.60058
H -4.31518 -0.33346 -1.27533
O 1.21944 1.41612 -0.62625
H 0.73371 2.22882 -0.45193
H 0.75316 0.84696 -1.24690
O 0.14214 4.08287 0.52209
H 0.55474 4.23753 1.37435
H -0.75660 3.80172 0.70679
O 3.84204 0.95921 1.02732
H 3.24999 0.78330 1.76210
H 3.35832 1.06312 0.23611
```

# 2
C4H23NO11 | the ωB97M-V functional and the def2-TZVPD basis

Properties
E_LUMO: 0.01 eV
energy above the lowest of the compared OMol25 structures with the same formula, charge and spin: 54.5 kcal/mol
HOMO: -0.38137 Eh
SMILES: O=CNC(=O)CCO.O.O.O.O.O.O.O.O

Geometry as XYZ:
```
39
C4H23NO11, DFT the ωB97M-V functional and the def2-TZVPD basis
O 1.54747 3.94271 0.43929
C 1.35147 2.78756 0.13725
N 0.03919 2.45578 -0.35515
C -0.48372 1.24545 -0.68847
O -1.65346 1.21896 -0.88422
C 0.26290 -0.16176 -0.42529
C -0.70894 -1.33421 -0.11742
O -0.38317 -1.67508 1.16822
H 2.04141 1.99568 0.20148
H -0.49687 3.28331 -0.58425
H 1.04285 -0.16859 0.35516
H 0.99501 -0.48815 -1.27486
H -1.79190 -1.00448 -0.17343
H -0.64139 -2.22657 -0.75587
H 0.63921 -1.89089 1.18702
O 2.31906 -0.08344 2.52532
H 1.39843 0.09017 2.73643
H 2.68087 0.12306 3.34949
O -0.25950 0.02233 3.27927
H -1.17936 -0.20884 3.71285
H -0.35648 -0.48466 2.43667
O 1.38740 -2.10252 -2.87559
H 2.05486 -1.35307 -3.06025
H 1.89227 -2.44938 -2.17472
O -1.08184 -0.75233 -2.94143
H -0.75599 -1.61448 -3.17434
H -1.88463 -0.97254 -2.40064
O -2.38958 2.78698 2.76021
H -2.27725 3.20181 1.97912
H -1.72368 2.16837 2.86144
O 1.32350 0.91375 -2.90154
H 0.65434 1.55202 -2.85161
H 0.80914 0.27296 -3.47270
O 2.01838 -2.85081 0.78736
H 1.95877 -3.52841 1.46134
H 2.60667 -2.11394 1.17803
O -3.77679 -0.39789 -0.78294
H -4.30974 -0.09802 -0.09058
H -2.86891 -0.10083 -0.57064
```

# 3
C4H23NO7 | the ωB97M-V functional and the def2-TZVPD basis

Properties
E_LUMO: 0.15 eV
energy above the lowest of the compared OMol25 structures with the same formula, charge and spin: 31.2 kcal/mol
HOMO: -0.37561 Eh
SMILES: COC[C@H](C)N.O.O.O.O.O.O

Geometry as XYZ:
```
35
C4H23NO7, DFT the ωB97M-V functional and the def2-TZVPD basis
C 2.49988 -2.74318 0.78423
O 1.54006 -3.12963 -0.16173
C 0.24535 -2.87370 0.32701
C -0.79322 -2.79944 -0.78399
C -0.43460 -1.66115 -1.74658
N -2.10584 -2.50152 -0.14150
H 3.48009 -3.07793 0.45308
H 2.32348 -3.16234 1.78347
H 2.53254 -1.65905 0.95121
H -0.05379 -3.63748 1.05656
H 0.18026 -1.92362 0.87102
H -0.85900 -3.67132 -1.44263
H 0.47347 -1.99071 -2.26083
H -0.11233 -0.79129 -1.17097
H -1.21173 -1.38136 -2.45347
H -2.76504 -2.34319 -0.90558
H -2.42196 -3.43231 0.14653
O -0.59113 1.25092 -2.56190
H -0.21437 1.99639 -3.04955
H -0.41566 0.48233 -3.11404
O 0.50800 2.56000 0.07059
H 0.23189 1.97455 0.80122
H 0.16169 2.14765 -0.73756
O -0.78281 5.18533 1.67180
H -0.01835 5.66258 1.33857
H -0.67562 4.28867 1.32687
O 0.95313 4.96864 -1.49554
H 1.19214 5.65848 -0.87074
H 1.03175 4.13815 -0.99611
O -2.42151 -0.07292 1.36643
H -1.69357 0.09124 1.97165
H -2.09474 -0.78581 0.77526
O 0.53922 0.99529 2.42538
H 1.50367 1.04760 2.43982
H 0.26865 1.19012 3.33202
```

# 4
C4H23NO8 | the ωB97M-V functional and the def2-TZVPD basis

Properties
E_LUMO: 0.24 eV
energy above the lowest of the compared OMol25 structures with the same formula, charge and spin: 41.0 kcal/mol
HOMO: -0.35747 Eh
SMILES: NCCCC=O.O.O.O.O.O.O.O

Geometry as XYZ:
```
36
C4H23NO8, DFT the ωB97M-V functional and the def2-TZVPD basis
N 2.15824 -0.74836 -2.13714
C 0.92566 -0.43119 -1.37964
C 0.16400 0.85983 -1.74783
C -1.33201 0.54189 -1.94599
C -1.39458 -0.20597 -3.22231
O -1.13110 0.33394 -4.26909
H 2.40415 0.06001 -2.69871
H 1.80225 -1.45253 -2.77710
H 1.24223 -0.37091 -0.32311
H 0.20662 -1.27118 -1.45712
H 0.28745 1.68311 -1.03384
H 0.61274 1.36909 -2.63218
H -2.01426 1.38953 -1.94581
H -1.62765 0.02492 -0.98982
H -1.75300 -1.27057 -3.25077
O 1.43247 -1.47385 2.46539
H 1.98086 -0.75356 2.08462
H 1.72139 -1.51791 3.38191
O 1.87006 2.04058 1.30199
H 1.54572 1.75314 0.44215
H 1.21286 1.65911 1.91625
O 3.13981 0.16500 0.95827
H 3.55673 -0.13298 0.14404
H 2.70413 1.02188 0.87417
O -1.82302 -2.21248 0.19049
H -1.57881 -2.07071 1.13317
H -1.88240 -3.17316 0.14470
O -1.33180 -1.38615 2.69163
H -1.50254 -0.51145 3.04420
H -0.41564 -1.72303 2.70172
O -2.48052 0.62103 0.88086
H -2.27281 -0.31558 0.76991
H -3.35807 0.70542 0.50749
O -0.71191 2.33471 2.30065
H -1.41813 2.93231 2.04733
H -0.93914 1.52608 1.82950
```

# 5
C4H24AgB2N8O4 | the ωB97M-V functional and the def2-TZVPD basis

Properties
E_LUMO (spin up / spin down): 0.23 / -1.61 eV
2S+1: 2
energy above the lowest of the compared OMol25 structures with the same formula, charge and spin: 6.0 kcal/mol
HOMO (spin up / spin down): -0.30060 / -0.30218 Eh
<S²>: 0.75

Geometry as XYZ:
```
43
C4H24AgB2N8O4, DFT the ωB97M-V functional and the def2-TZVPD basis
Ag -0.05086 0.40775 -0.82448
B 0.04409 2.56787 -1.87229
H 0.85658 1.98238 -1.23400
H -0.18585 2.00542 -2.89059
H -0.95099 2.62504 -1.23283
H 0.46160 3.64765 -2.11195
B -0.57430 -1.13649 -2.58135
H -0.43528 -1.66208 -3.63545
H -1.05925 -1.90248 -1.82464
H 0.51238 -0.83614 -2.23346
H -1.23538 -0.17330 -2.79347
C 0.42673 0.93550 2.46635
O 0.31787 1.19958 1.29047
N -0.65631 0.78845 3.28465
N 1.64585 0.65855 3.03295
H -1.55612 0.72804 2.83724
H -0.67883 0.94804 4.27545
H 2.39002 0.87489 2.39037
H 1.70986 0.95446 3.99472
C 3.52841 -0.29990 -0.82325
O 2.38365 0.05030 -0.65363
N 3.93361 -1.22357 -1.73580
N 4.61875 0.15373 -0.10230
H 4.92416 -1.36956 -1.82810
H 3.30726 -1.76138 -2.30351
H 4.43807 0.91238 0.52651
H 5.51821 0.11579 -0.55132
C -3.26120 1.30844 -0.52656
O -2.31266 0.55736 -0.41785
N -4.36269 1.22074 0.31036
N -3.42730 2.20561 -1.52774
H -5.01185 1.97774 0.38747
H -4.37028 0.37303 0.84395
H -4.33732 2.60963 -1.64380
H -2.77927 2.20381 -2.29799
C -0.28642 -2.53497 1.18167
O -0.23582 -1.57350 0.44720
N -0.69329 -3.75285 0.70885
N -0.15705 -2.51596 2.54300
H -0.96656 -4.52160 1.28999
H -1.03523 -3.71022 -0.23763
H -0.02937 -1.66406 3.05565
H -0.36762 -3.37412 3.01712
```

# 6
C4H24N2O8S | the ωB97M-V functional and the def2-TZVPD basis

Properties
E_LUMO: 0.10 eV
energy above the lowest of the compared OMol25 structures with the same formula, charge and spin: 54.1 kcal/mol
HOMO: -0.34387 Eh
SMILES: CNC(=O)[C@@H](N)CS.O.O.O.O.O.O.O

Geometry as XYZ:
```
39
C4H24N2O8S, DFT the ωB97M-V functional and the def2-TZVPD basis
C 0.90729 -1.40933 0.97023
N -0.11738 -1.15513 -0.06697
C 0.21732 -0.45286 -1.18760
O -0.62922 -0.55410 -2.13507
C 1.41209 0.48739 -1.28902
N 2.15656 0.30310 -2.49009
C 0.69234 1.87301 -1.06388
S 1.79277 3.44994 -1.07626
H 0.35672 -1.36890 1.98222
H 1.63564 -0.60074 1.03453
H 1.20086 -2.45951 1.00847
H -0.91323 -1.78328 -0.05933
H 2.23115 0.29698 -0.55534
H 1.75856 0.78963 -3.30004
H 3.15596 0.52650 -2.46573
H 0.00470 1.93367 -1.90769
H 0.32021 2.03801 -0.06419
H 2.02223 3.18940 0.20542
O -3.80491 -0.75906 1.75949
H -3.95902 -1.40082 1.06275
H -2.96825 -1.04771 2.10968
O -2.52368 -2.04942 -1.08761
H -1.93731 -1.52233 -1.75204
H -2.75555 -2.82517 -1.61201
O 0.10699 1.98129 2.63671
H -0.25273 2.84735 2.79913
H -0.57655 1.54081 2.11451
O -2.90775 0.69370 -1.45041
H -3.33047 -0.14489 -1.33717
H -1.93882 0.44861 -1.60813
O -2.28264 1.47505 1.16394
H -2.62250 0.57361 1.31468
H -2.78953 1.83001 0.42757
O 2.44958 0.37596 2.84738
H 1.90384 1.17513 2.70745
H 2.05310 0.15799 3.69884
O 3.58494 -2.98511 -0.94849
H 3.08487 -3.34531 -1.66993
H 3.26180 -2.12350 -0.71601
```

Q: Among the records above, which one has the lowest energy above the lowest of the compared OMol25 structures with the same formula, charge and spin?
A: C4H24AgB2N8O4